2 unconnected molecules or ions with the total composition C4H10S, computed with ωB97M-V/def2-TZVPD.

Last column: natural (NBO) charge in e.
Geometry (Å):
C (-1.9609, -2.5140, 2.4160)  -0.39
C (-1.5776, -3.0826, 1.2922)  -0.38
H (-2.4578, -3.1016, 3.1800)  0.19
H (-1.8535, -1.4516, 2.5868)  0.19
H (-1.6585, -4.1497, 1.1299)  0.19
H (-1.1261, -2.5448, 0.4659)  0.19
C (1.9883, 2.5829, -1.5146)  -0.63
C (0.7885, 1.6476, -1.4620)  -0.50
S (0.7770, 0.7686, 0.1471)  -0.05
H (2.5613, 2.4908, -2.4347)  0.22
H (1.6632, 3.6110, -1.3726)  0.22
H (2.6984, 2.3640, -0.7101)  0.22
H (0.7971, 0.8753, -2.2307)  0.21
H (-0.1663, 2.1519, -1.5846)  0.21
H (-0.4732, 0.3523, 0.0915)  0.11

Charge: 0
SMILES: C=C.CCS
Largest force on an atom: 0.0153 Eh/bohr
2S+1: 1
HOMO energy: -9.005 eV
Orbital gap: 10.025 eV

=====

2 unconnected molecules or ions with the total composition C4H10S, computed with ωB97M-V/def2-TZVPD.

Last column: natural (NBO) charge in e.
Geometry (Å):
C (-0.2340, -0.7661, 2.1346)  -0.38
C (-0.6344, -1.8329, 1.4592)  -0.39
H (0.8159, -0.7089, 2.4105)  0.18
H (-0.7052, 0.1967, 2.2951)  0.20
H (0.1031, -2.5028, 1.0408)  0.20
H (-1.6619, -1.8929, 1.1317)  0.19
C (0.3761, 0.1656, -2.0292)  -0.63
C (0.3987, 0.8195, -0.6647)  -0.50
S (0.2936, 2.6571, -0.7676)  -0.07
H (-0.6469, 0.2897, -2.4066)  0.21
H (0.9327, 0.6901, -2.8063)  0.22
H (0.5640, -0.9042, -1.9906)  0.22
H (1.2909, 0.6426, -0.0633)  0.20
H (-0.3976, 0.4225, -0.0532)  0.22
H (-0.4951, 2.7239, 0.3096)  0.12

Charge: 0
SMILES: C=C.CCS
Largest force on an atom: 0.0282 Eh/bohr
2S+1: 1
HOMO energy: -8.975 eV
Orbital gap: 9.887 eV

=====

2 unconnected molecules or ions with the total composition C4H10S, computed with ωB97M-V/def2-TZVPD.

Last column: natural (NBO) charge in e.
Geometry (Å):
C (1.1217, -0.8808, -0.0686)  -0.69
C (-0.8819, 0.1299, 1.0558)  -0.71
C (-0.8958, 0.2734, -1.3309)  -0.67
C (-0.0153, 0.1074, -0.1346)  0.29
S (1.1046, 2.3135, -0.0196)  -0.40
H (1.6065, -0.7698, 0.9823)  0.24
H (0.6357, -1.8743, -0.1776)  0.22
H (1.7238, -0.8420, -0.9738)  0.24
H (-0.5956, 0.7853, 1.8757)  0.26
H (-0.7770, -0.9405, 1.3442)  0.22
H (-1.9455, 0.4312, 0.9089)  0.23
H (-1.7495, 0.9329, -1.0607)  0.22
H (-0.5360, 0.5622, -2.2532)  0.23
H (-1.2439, -0.7234, -1.3742)  0.21
H (0.5227, 2.7901, -1.1647)  0.12

Charge: 0
Largest force on an atom: 0.0799 Eh/bohr
2S+1: 1
HOMO energy: -8.371 eV
Orbital gap: 8.561 eV

=====

2 unconnected molecules or ions with the total composition C4H10S, computed with ωB97M-V/def2-TZVPD.

Last column: natural (NBO) charge in e.
Geometry (Å):
C (0.0150, -2.7024, 0.7350)  -0.40
C (-0.8346, -1.7260, 0.9791)  -0.15
C (-1.4678, -0.8740, -0.0950)  -0.62
H (0.3167, -3.3575, 1.5380)  0.18
H (0.4807, -2.9974, -0.0754)  0.18
H (-1.2445, -1.3632, 1.9168)  0.20
H (-1.4364, 0.1232, 0.1291)  0.22
H (-0.8735, -0.9194, -1.1427)  0.19
H (-2.4138, -1.2031, -0.1711)  0.21
C (1.7279, 2.2867, -0.6582)  -0.72
S (-0.0764, 2.3240, -1.0614)  -0.07
H (2.3158, 2.7920, -1.5124)  0.22
H (1.8090, 2.9061, 0.2067)  0.22
H (2.0677, 1.2613, -0.4710)  0.23
H (-0.3859, 3.4498, -0.3176)  0.13

Charge: 0
SMILES: C=CC.CS
Largest force on an atom: 0.1141 Eh/bohr
2S+1: 1
HOMO energy: -9.072 eV
Orbital gap: 9.932 eV

=====

C4H10S2Si in the gas phase, computed with ωB97M-V/def2-TZVPD.

Last column: natural (NBO) charge in e.
Geometry (Å):
C (-0.4915, -1.6595, 1.0448)  -0.71
C (-1.1216, 1.2063, -0.6938)  -1.04
C (1.2363, 1.0185, 1.2375)  -1.10
C (1.0811, -0.7866, -1.4413)  -1.10
Si (0.1096, -0.0911, 0.1022)  1.52
S (-3.2223, -0.5380, 0.2325)  -0.20
S (-2.6163, 1.2597, 0.2184)  0.33
H (-0.7380, -2.5452, 0.4817)  0.19
H (-0.6451, -1.8127, 2.0730)  0.19
H (-0.6586, 2.1619, -0.7857)  0.25
H (-1.1198, 0.6883, -1.7012)  0.25
H (1.0515, 2.1128, 1.1663)  0.24
H (0.9563, 0.8117, 2.3174)  0.24
H (2.2586, 0.7962, 1.0200)  0.24
H (2.0262, -1.3344, -1.0364)  0.24
H (0.6105, -1.4242, -2.1466)  0.24
H (1.2832, 0.1364, -2.0887)  0.23

Charge: 0
Largest force on an atom: 0.0559 Eh/bohr
2S+1: 1
HOMO energy (spin up / spin down): -8.353 / -8.095 eV
Orbital gap (spin up / spin down): 7.094 / 7.655 eV

=====

2 unconnected molecules or ions with the total composition C4H10Se, computed with ωB97M-V/def2-TZVPD.

Last column: natural (NBO) charge in e.
Geometry (Å):
C (2.2016, 0.9851, -0.6636)  -0.44
C (1.0711, 0.4839, -0.2076)  0.06
C (0.2439, 1.1616, 0.8449)  -0.66
C (0.7389, -0.9719, -0.3533)  -0.65
H (2.6564, 0.2955, -1.3581)  0.19
H (2.4361, 2.0045, -0.7445)  0.20
H (-0.7589, 0.7437, 0.9271)  0.21
H (0.8492, 1.1171, 1.7363)  0.23
H (0.1161, 2.1721, 0.4239)  0.23
H (0.8863, -1.3526, 0.7133)  0.22
H (-0.3026, -0.9821, -0.3584)  0.20
H (1.0414, -1.6195, -1.1795)  0.23
Se (-4.0120, -0.7217, 0.1178)  -0.21
H (-4.5817, -2.0784, 0.3716)  0.10
H (-2.5859, -1.2373, -0.2700)  0.10

Charge: 0
SMILES: C=C(C)C.[SeH2]
Largest force on an atom: 0.0454 Eh/bohr
2S+1: 1
HOMO energy: -9.269 eV
Orbital gap: 9.848 eV

=====

A molecular structure, C4H10Se, computed with ωB97M-V/def2-TZVPD.

Last column: natural (NBO) charge in e.
Geometry (Å):
C (-0.1807, -1.1105, -0.9707)  -0.68
C (-0.6851, 1.5818, -0.6228)  -0.58
C (-0.1586, -0.3435, 1.3920)  -0.69
C (0.1847, -0.0178, 0.0142)  -0.02
Se (2.2062, 0.3131, -0.1313)  0.00
H (-0.2440, -0.5324, -1.9767)  0.21
H (0.6709, -1.7091, -1.0195)  0.22
H (-1.1004, -1.6601, -0.8114)  0.22
H (-0.0310, 1.8063, -1.5250)  0.21
H (-1.6171, 1.1267, -0.7878)  0.20
H (-0.5932, 2.3010, 0.1302)  0.20
H (-1.1050, 0.1181, 1.6276)  0.22
H (-0.2447, -1.4176, 1.4100)  0.21
H (0.5472, -0.0189, 2.0956)  0.22
H (2.3509, -0.4369, 1.1755)  0.07

Charge: 0
Largest force on an atom: 0.1167 Eh/bohr
2S+1: 1
HOMO energy: -8.591 eV
Orbital gap: 9.379 eV

=====

A molecular structure, C4H11AlF2N2O5S2, computed with ωB97M-V/def2-TZVPD.

Last column: natural (NBO) charge in e.
Geometry (Å):
Al (-0.3404, -0.9407, -0.3781)  1.20
N (-1.9875, -2.8302, -1.6562)  -0.86
S (-2.1844, -4.3653, -1.4465)  2.39
O (-1.2596, -5.1725, -2.1881)  -0.65
O (-3.5423, -4.8147, -1.3392)  -0.64
F (-1.6824, -4.4667, 0.0426)  -0.45
S (-2.9475, -2.7730, -3.0900)  2.35
O (-4.2474, -2.2270, -2.9470)  -0.68
O (-2.6686, -3.7147, -4.1231)  -0.72
F (-2.1046, -1.5266, -3.6346)  -0.48
C (2.4308, 1.9400, 3.0431)  -0.62
C (1.4512, 1.3970, 2.0177)  -0.09
C (1.3467, 2.3143, 0.8105)  -0.07
O (0.3412, 1.8965, -0.0729)  -0.53
C (-0.1363, 2.9166, -0.9426)  -0.27
N (1.7893, 0.0142, 1.6721)  -0.71
H (3.4475, 1.8453, 2.6556)  0.23
H (2.3639, 1.4272, 4.0031)  0.25
H (2.2245, 2.9803, 3.3024)  0.27
H (0.4325, 1.4022, 2.4256)  0.21
H (2.3054, 2.2078, 0.2799)  0.20
H (1.1786, 3.3050, 1.2324)  0.23
H (-0.4793, 3.7733, -0.3540)  0.21
H (-1.0118, 2.5853, -1.4964)  0.21
H (0.6270, 3.2880, -1.6315)  0.22
H (1.9198, -0.5067, 2.5425)  0.42
H (2.7335, 0.0451, 1.2727)  0.40

Charge: +2
Largest force on an atom: 0.1466 Eh/bohr
2S+1: 1
HOMO energy: -17.185 eV
Orbital gap: 2.682 eV

=====

largest force on an atom of number 7 (C4H10Se)?
0.1167 Eh/bohr